ORCA calculation (wB97M-V/def2-TZVPD) on a structure of composition C2H3BaLiO at a distorted geometry.

Results
- charge = +1
- total energy (Ha) = -185.8621
- HOMO (alpha / beta) (Eh) = -0.3632 / -0.3864
- <S²> = 0.844
- multiplicity = 2
- orbital gap (alpha / beta) (eV) = 5.61 / 6.04

Each line ends with the Löwdin charge.
Element x y z (Å)
O -0.82444 1.38197 0.36756  -0.562
C -1.37169 0.31037 -0.13609  -0.340
Li 1.09953 0.86041 1.65208  0.772
Ba 0.59375 1.29610 -1.84564  1.698
H -2.46617 0.23217 0.02659  0.026
C 0.79910 -0.88723 -0.09439  -0.382
H 0.73033 -1.84285 -0.64596  -0.090
H 1.43959 -1.35093 0.67586  -0.122

Forces on atoms 1 to 2 (eV/Å):
-0.62 -0.98 0.01
1.48 2.30 -1.06

***

ORCA calculation (wB97M-V/def2-TZVPD) on a structure of composition C41H40F5MnN3O3S4Si.

Results
- total energy (Ha) = -5508.8977
- HOMO (alpha / beta) (Eh) = -0.2262 / -0.2925
- <S²> = 3.801
- multiplicity = 4
- ΔE to the lowest compared entry with this formula, charge and spin (kJ/mol) = 86.6
- orbital gap (alpha / beta) (eV) = 6.10 / 7.13

Each line ends with the Löwdin charge.
Element x y z (Å)
Mn 0.40349 -0.81841 0.13228  0.593
O -0.20159 4.42939 0.45262  0.064
C -0.05436 4.32053 -0.88451  -0.256
C 0.03369 5.49379 -1.62744  -0.001
C 0.09045 5.44292 -3.00802  -0.070
C 0.05085 4.22264 -3.67322  -0.084
C 0.00873 3.05734 -2.93170  -0.050
C 0.00029 3.08154 -1.54106  -0.082
C -0.00409 1.83104 -0.77731  -0.297
O 0.68268 0.73493 -1.25274  -0.200
N -0.68518 1.73455 0.30886  0.105
N -0.63283 0.53274 0.91459  -0.172
C -1.41505 0.17361 1.94025  -0.055
C -1.36111 -1.19442 2.26116  -0.278
C -2.16244 -1.80720 3.24868  -0.021
C -2.14416 -3.16805 3.38278  -0.072
C -1.30821 -3.93886 2.55914  -0.072
C -0.51383 -3.28790 1.64379  -0.163
N -0.52122 -1.96306 1.48980  -0.035
H -0.48976 3.56275 0.79223  0.073
H 0.02406 6.43485 -1.09555  0.121
H 0.13991 6.36478 -3.57148  0.106
H 0.05560 4.18232 -4.75343  0.106
H -0.03401 2.10096 -3.43029  0.074
H -2.06784 0.88076 2.43279  0.132
H -2.80100 -1.18857 3.86342  0.119
H -2.77191 -3.64727 4.12228  0.109
H -1.26389 -5.01431 2.63917  0.104
H 0.16907 -3.83449 1.00697  0.118
C 2.24651 -1.48167 -1.65690  -0.094
Si 1.89456 0.21458 -2.42822  0.728
C 3.42799 1.32275 -2.26494  -0.564
C 4.63582 0.51111 -2.77134  -0.080
C 3.45289 2.67520 -2.98721  -0.069
C 3.60065 1.60633 -0.76707  -0.083
C 1.25904 -0.06558 -4.22032  -0.573
C -0.23366 -0.41234 -4.28152  -0.091
C 2.01284 -1.29527 -4.78057  -0.097
C 1.56273 1.07475 -5.20396  -0.088
H 3.16836 -1.47743 -1.08032  0.027
H 2.30652 -2.25848 -2.41472  0.048
H 1.51802 -1.94668 -0.95926  0.006
H 4.59287 0.34828 -3.85004  0.073
H 4.74618 -0.46022 -2.28845  0.071
H 5.54876 1.07787 -2.56656  0.092
H 3.50453 2.58579 -4.06812  0.067
H 4.35480 3.20429 -2.66380  0.092
H 2.60301 3.30600 -2.73172  0.068
H 3.43508 0.72910 -0.14332  0.038
H 2.89724 2.36921 -0.42778  0.087
H 4.60996 1.98167 -0.57384  0.100
H -0.46234 -1.29478 -3.68750  0.043
H -0.50342 -0.62648 -5.32039  0.093
H -0.88741 0.38220 -3.92393  0.072
H 1.64822 -2.23054 -4.36087  0.072
H 3.09317 -1.24789 -4.63237  0.074
H 1.83727 -1.33950 -5.85875  0.092
H 1.24869 2.06117 -4.87227  0.046
H 1.04924 0.85860 -6.14506  0.091
H 2.62775 1.12833 -5.42860  0.077
O 1.92854 -0.57590 1.11170  -0.228
C 2.59094 -0.26869 2.30720  -0.532
C 1.77666 -0.62880 3.54581  -0.460
C 1.24584 0.20385 4.49146  -0.106
C 0.56881 -0.48625 5.52949  -0.171
C 0.60836 -1.83658 5.36117  -0.395
S 1.45984 -2.27014 3.95215  1.066
C 2.91708 1.22106 2.36112  -0.466
C 2.04979 2.26159 2.21974  -0.145
C 2.66781 3.53025 2.36614  -0.169
C 4.00118 3.42153 2.62458  -0.399
S 4.50236 1.79146 2.68628  1.080
C 3.91305 -1.03232 2.30584  -0.513
C 4.72782 -1.23186 1.22819  -0.132
C 5.97383 -1.81416 1.56586  -0.170
C 6.09121 -2.02906 2.90628  -0.406
S 4.69124 -1.54793 3.74740  1.043
H 1.34864 1.27629 4.44952  0.111
H 0.08459 -0.00034 6.36261  0.101
H 0.17642 -2.59873 5.98711  0.070
H 1.00022 2.11007 2.03374  0.097
H 2.14893 4.47037 2.26398  0.100
H 4.71305 4.21633 2.77008  0.063
H 4.45750 -0.93414 0.22665  0.079
H 6.74477 -2.05819 0.85088  0.102
H 6.91998 -2.46526 3.43767  0.065
F -2.68956 -6.48168 -3.61541  0.123
C -2.40025 -5.30664 -3.04894  -0.140
C -1.16675 -5.09182 -2.46561  -0.145
F -0.24805 -6.06508 -2.46605  0.118
C -0.87876 -3.86861 -1.88134  -0.217
F 0.35538 -3.73826 -1.34421  0.048
C -1.78053 -2.81436 -1.84325  -0.470
S -1.55187 -1.21914 -1.14750  0.849
C -3.01670 -3.07028 -2.44865  -0.245
F -3.95512 -2.11740 -2.46847  0.080
C -3.33155 -4.27993 -3.03747  -0.142
F -4.53072 -4.46640 -3.59424  0.124

Forces on atoms 1 to 2 (eV/Å):
-0.51 0.19 0.62
0.07 0.09 -0.04

***

ORCA calculation (wB97M-V/def2-TZVPD) on a structure of composition C36H55AsBrNO4PdS3Si4 at a distorted geometry.

Results
- charge = -2
- total energy (Ha) = -9051.0023
- HOMO (alpha / beta) (Eh) = -0.0665 / -0.0865
- <S²> = 2.010
- multiplicity = 3
- orbital gap (alpha / beta) (eV) = 5.70 / 6.24

Each line ends with the Löwdin charge.
Element x y z (Å)
Pd -1.14626 0.00623 -0.84472  0.398
Br -5.44308 4.52506 0.56313  0.671
C -3.76982 4.08206 -0.23300  -0.667
C -2.97324 5.08076 -0.75772  -0.131
C -1.76563 4.70397 -1.31310  -0.039
C -1.42302 3.35766 -1.32430  -0.122
N -2.20352 2.40629 -0.81803  0.054
C -3.36362 2.75909 -0.27615  -0.200
H -3.29241 6.11426 -0.73881  0.094
H -1.08316 5.43838 -1.72478  0.105
H -0.50338 3.02363 -1.77747  0.079
H -3.96042 1.95744 0.14630  0.063
S -2.64046 -0.23722 1.17087  0.595
C -2.01964 0.26236 2.73334  -0.659
C -2.91387 0.61199 3.76112  -0.137
C -2.45281 1.03302 5.00412  -0.128
C -1.08691 1.12584 5.25919  -0.131
C -0.19361 0.76748 4.25624  -0.101
C -0.64812 0.32607 3.01849  -0.155
H -3.97867 0.55910 3.55555  0.087
H -3.16973 1.30370 5.77410  0.085
H -0.72649 1.47867 6.21836  0.083
H 0.87638 0.85373 4.42903  0.100
H 0.05894 0.05555 2.24052  0.070
O -1.03708 1.37562 -3.26477  -0.447
S -1.24172 -0.04232 -3.56895  0.006
O -0.07593 -0.83173 -3.08109  -0.536
O -1.50610 -0.29788 -4.98198  -0.434
S -2.90682 -0.63384 -2.51041  0.249
C 3.60990 0.81977 2.01969  -0.096
C 3.62572 1.46106 0.62156  -0.590
C 4.07471 0.42623 -0.42428  -0.095
C 4.64248 2.61264 0.63021  -0.106
Si 1.84133 1.99147 0.15116  0.425
O 0.86869 0.73841 0.03978  -0.397
C 2.05124 2.92085 -1.49909  -0.221
C 1.87306 2.18476 -2.68025  -0.102
C 1.94140 2.79177 -3.93174  -0.079
C 2.20997 4.15227 -4.03129  -0.112
C 2.39704 4.90374 -2.87354  -0.118
C 2.30439 4.29386 -1.62531  -0.111
C 1.23495 3.26684 1.44184  -0.177
C 1.90897 4.41521 1.88925  -0.113
C 1.31822 5.30886 2.78069  -0.114
C 0.03717 5.06565 3.27041  -0.111
C -0.64383 3.92327 2.86612  -0.077
C -0.05005 3.04819 1.96036  -0.096
H 4.61988 0.48294 2.30516  0.076
H 2.93694 -0.04056 2.05492  0.044
H 3.26472 1.53814 2.77764  0.072
H 5.06350 0.01778 -0.15917  0.076
H 4.15381 0.87894 -1.42068  0.075
H 3.36186 -0.40291 -0.49473  0.056
H 5.66165 2.20794 0.73729  0.073
H 4.47608 3.29076 1.47285  0.056
H 4.61192 3.19628 -0.29621  0.069
H 1.62466 1.12657 -2.61711  0.089
H 1.74718 2.20434 -4.82321  0.106
H 2.25578 4.63068 -5.00343  0.086
H 2.59612 5.96767 -2.94218  0.084
H 2.41470 4.90611 -0.73318  0.083
H 2.91276 4.63261 1.53581  0.075
H 1.85767 6.19741 3.09256  0.085
H -0.42208 5.76025 3.96657  0.087
H -1.63491 3.70548 3.25389  0.103
H -0.58472 2.15722 1.64927  0.063
C 2.35467 -3.06521 -1.42048  -0.219
Si 1.13362 -3.29401 -0.01499  0.292
C 1.62831 -2.19854 1.39683  -0.235
C 1.30344 -5.05899 0.60487  -0.218
As -0.94769 -2.48837 -0.83934  0.792
Si -1.08075 -3.93305 -2.72187  0.307
C -0.40731 -5.63864 -2.23542  -0.243
C -2.89584 -4.24743 -3.12280  -0.231
C -0.15874 -3.58709 -4.29827  -0.209
Si -2.39285 -3.63691 0.65428  0.267
C -2.42803 -5.51289 0.51211  -0.235
C -1.84146 -3.29227 2.41445  -0.236
C -4.17236 -3.11487 0.35080  -0.261
H 3.37916 -2.95449 -1.04446  0.026
H 2.08277 -2.15530 -1.97463  0.026
H 2.32559 -3.90793 -2.12252  0.013
H 2.70034 -2.28352 1.61903  0.037
H 1.06014 -2.43219 2.30829  0.028
H 1.40963 -1.16105 1.10597  -0.013
H 2.37221 -5.26974 0.75272  0.030
H 0.90138 -5.79153 -0.10338  -0.011
H 0.78527 -5.19170 1.56664  0.021
H -0.74524 -5.96479 -1.24635  -0.023
H 0.69203 -5.64782 -2.24318  0.017
H -0.76104 -6.36753 -2.98005  0.030
H -3.08119 -5.31398 -3.30481  0.021
H -3.18269 -3.67332 -4.01134  0.027
H -3.54012 -3.90552 -2.30644  -0.006
H -0.24711 -4.46634 -4.95045  0.031
H 0.89978 -3.38472 -4.09995  0.024
H -0.57270 -2.70775 -4.80083  0.013
H -1.44311 -5.96609 0.69347  0.007
H -2.77735 -5.82886 -0.48163  0.019
H -3.13343 -5.89419 1.26731  0.032
H -1.33414 -4.16177 2.85775  0.025
H -2.69924 -3.01795 3.03879  0.031
H -1.15715 -2.44203 2.42941  -0.018
H -4.77272 -3.94804 -0.04217  0.022
H -4.20889 -2.29090 -0.36607  -0.019
H -4.61985 -2.75011 1.28199  0.018

Forces on atoms 1 to 2 (eV/Å):
-0.08 0.32 1.24
0.02 -0.02 -0.02

***

ORCA calculation (wB97M-V/def2-TZVPD) on a structure of composition C7H7Cl at a distorted geometry.

Results
- total energy (Ha) = -730.8637
- HOMO (alpha / beta) (Eh) = -0.2672 / -0.2969
- ΔE to the lowest compared entry with this formula, charge and spin (kJ/mol) = 659.1
- orbital gap (alpha / beta) (eV) = 7.16 / 7.97

Each line ends with the Löwdin charge.
Element x y z (Å)
C -0.87268 -0.97476 -1.40528  -0.192
C -1.45882 -0.52753 -0.23338  -0.113
C 0.20844 -0.26155 -1.77682  -0.619
C 0.20267 1.20409 -0.30039  0.073
C 1.39300 0.92164 0.66789  -0.199
C 0.43208 -0.00028 1.31111  -0.163
C -0.84484 0.51058 0.49413  -0.355
Cl 1.05334 -0.35626 -3.18475  0.694
H -1.24502 -1.80791 -1.87220  0.080
H -2.31699 -0.96341 0.33011  0.128
H 2.39214 0.55098 0.15762  0.144
H 1.62155 1.77000 1.32338  0.098
H 0.52649 -1.21516 0.95188  0.192
H 0.37595 0.01491 2.32438  0.063
H -1.46730 1.13467 1.21231  0.168

Forces on atoms 1 to 2 (eV/Å):
-0.36 1.29 1.81
-2.60 -1.42 1.00

***

ORCA calculation (wB97M-V/def2-TZVPD) on a cluster of 2 separate species, C5H16NO in total at a distorted geometry.

Results
- charge = +1
- total energy (Ha) = -329.7932
- HOMO (Eh) = -0.5555
- ΔE to the lowest compared entry with this formula, charge and spin (kJ/mol) = 230.2
- orbital gap (eV) = 11.96

Each line ends with the Löwdin charge.
Element x y z (Å)
C 0.32898 0.23988 1.58994  0.007
C 0.29297 -0.18923 0.06051  -0.283
C -0.91625 -0.78490 -0.77123  -0.339
C -1.52372 -2.18630 -0.17188  -0.062
C -2.10705 0.27017 -0.90903  -0.057
N 0.64371 1.06821 -0.73063  0.190
H 1.20500 0.93497 1.42683  0.065
H 0.31197 -0.44808 2.35960  0.062
H -0.54123 0.97202 1.66746  0.105
H 1.19285 -0.87955 0.09978  0.165
H -0.64227 -1.00539 -1.83375  0.128
H -2.16370 -2.56328 -1.05401  0.096
H -2.15959 -1.93886 0.75972  0.093
H -0.80059 -3.01856 0.14994  0.089
H -2.76581 0.00837 -1.88266  0.149
H -1.61046 1.16851 -0.79434  0.001
H -2.81914 0.20084 -0.05974  0.086
H 1.41373 1.61515 -0.30155  0.148
H -0.11620 1.73514 -0.75101  0.137
H 0.95227 0.73271 -1.61245  0.156
H 3.82004 2.08401 1.17327  0.045
H 4.44000 0.77091 0.71527  0.084
O 3.56450 1.21326 0.86995  -0.065

Forces on atoms 1 to 2 (eV/Å):
-1.71 4.61 -4.51
0.37 -1.78 0.78

***

ORCA calculation (wB97M-V/def2-TZVPD) on a structure of composition C5H8CuMgO5 at a distorted geometry.

Results
- charge = +1
- total energy (Ha) = -2411.7442
- HOMO (alpha / beta) (Eh) = -0.3948 / -0.4488
- <S²> = 2.002
- multiplicity = 3
- ΔE to the lowest compared entry with this formula, charge and spin (kJ/mol) = 0.0
- orbital gap (alpha / beta) (eV) = 6.17 / 7.63

Each line ends with the Löwdin charge.
Element x y z (Å)
C 2.11804 -0.83067 -0.12711  -0.448
O 3.35136 -0.80471 -0.34948  -0.251
O 1.42054 0.17581 0.13082  -0.050
Mg 4.85600 -1.97433 0.13709  0.918
O -0.65546 -1.07391 1.82285  -0.232
C -1.82554 -1.73627 1.92925  -0.312
C -2.74186 -1.52126 0.79530  0.045
O -2.31812 -0.70188 -0.05066  -0.037
C -2.96952 -0.04254 -1.17732  -0.052
C -2.45127 1.39760 -1.08099  -0.317
O -1.10074 1.42538 -0.81032  -0.279
Cu -0.36250 0.22339 0.43700  0.796
H -2.45886 -1.46260 2.81163  0.172
H -1.74226 -2.84614 2.02717  0.164
H -3.75677 -1.93212 0.71506  0.180
H 1.61287 -1.81912 -0.24361  0.149
H -4.05472 -0.15858 -1.08379  0.144
H -2.57681 -0.55920 -2.06008  0.149
H -3.05007 1.91871 -0.30624  0.126
H -2.70642 1.87590 -2.04694  0.136

Forces on atoms 1 to 2 (eV/Å):
-0.93 -0.19 -0.43
0.61 -0.21 0.45